Record 1
C3H3NO2 | ωB97M-V with the def2-TZVPD basis set

Properties
- Gap between HOMO and LUMO: 8.92 eV
- LUMO energy: -0.6 eV
- Electronic energy: -321.16166 a.u.

```
! RIJCOSX wB97M-V def2-TZVPD def2/J DEFGRID3
* xyz 0 1
O -0.63832 1.85701 -0.86798
C -0.54367 0.88850 -0.02812
N -0.49531 0.88943 1.29185
O 0.12391 -0.35973 1.60799
C 0.47723 -1.00196 0.53974
C 0.06210 -0.34294 -0.61105
H 0.36866 0.83437 -1.16619
H 0.95173 -1.96338 0.70378
H -0.28238 -0.85625 -1.50450
*
```

=====

Record 2
C9H14 | ωB97M-V with the def2-TZVPD basis set

Properties
- Gap between HOMO and LUMO (spin up / spin down): 2.82 / 7.03 eV
- LUMO energy (spin up / spin down): 3.9 / 3.8 eV
- Electronic energy: -351.26671 a.u.

```
! RIJCOSX wB97M-V def2-TZVPD def2/J DEFGRID3
* xyz -1 2
C -0.59031 2.10231 1.25070
C 1.66056 -1.61623 1.50044
C 0.27364 -1.62183 1.59062
C 2.34249 -0.38350 1.39138
C -0.45539 -0.40005 1.56039
C 1.60820 0.85742 1.44707
C 0.23185 0.84394 1.44801
H 2.25143 -2.54778 1.47964
H -0.25163 -2.54387 1.56411
H 3.42726 -0.33606 1.39799
H -1.52888 -0.37834 1.77412
H 2.20809 1.77104 1.41297
H -0.19357 2.68883 0.42421
H -0.57016 2.74240 2.12034
H -1.62627 1.83659 1.05854
C -0.68299 -0.38117 -3.31895
C -1.47804 -0.38819 -1.99726
H -1.15049 -1.11576 -3.97206
H -0.75785 0.57957 -3.82072
H 0.33788 -0.66637 -3.18029
H -1.81321 -1.39377 -1.82464
H -0.92208 0.06050 -1.16491
H -2.32051 0.29033 -2.14170
*
```

=====

Record 3
C17H22N2O | ωB97M-V with the def2-TZVPD basis set

Properties
- Gap between HOMO and LUMO: 8.69 eV
- LUMO energy: 0.7 eV
- SMILES: c1ccc2c(CNCCN3CCOCC3)cccc2c1
- Electronic energy: -845.72668 a.u.

```
! RIJCOSX wB97M-V def2-TZVPD def2/J DEFGRID3
* xyz 0 1
C -4.81029 -0.09716 0.70854
C -4.06444 -1.23696 0.60978
C -2.75772 -1.20461 0.07866
C -1.98627 -2.37979 -0.03490
C -0.72911 -2.33229 -0.56472
C -0.19274 -1.10987 -0.99181
C -0.89997 0.06032 -0.89080
C -2.21469 0.03618 -0.35325
C -3.01314 1.19441 -0.23592
C -4.27700 1.12768 0.28070
H -4.87655 2.02284 0.36359
H -2.59990 2.14025 -0.54485
C -0.27263 1.34085 -1.37690
N -0.29168 2.38214 -0.35592
H 0.05514 3.24890 -0.75725
C 0.45103 2.07328 0.84725
C 1.98247 2.01516 0.68859
N 2.46312 0.71327 0.25211
C 3.76307 0.79953 -0.39416
C 4.18184 -0.58997 -0.87290
O 4.26448 -1.49803 0.19787
C 3.02339 -1.58880 0.85827
C 2.54779 -0.22603 1.35927
H 1.56141 -0.33784 1.81188
H 3.25156 0.13940 2.13055
H 3.17217 -2.27128 1.69686
H 2.26837 -2.00784 0.17867
H 5.17372 -0.55757 -1.32734
H 3.45287 -0.95116 -1.61468
H 3.69081 1.47121 -1.25336
H 4.53443 1.18826 0.29515
H 2.27655 2.75495 -0.06327
H 2.45816 2.30829 1.64130
H 0.20758 2.85160 1.57664
H 0.07578 1.12170 1.22670
H 0.74752 1.11604 -1.72315
H -0.84684 1.72078 -2.23027
H 0.80279 -1.08822 -1.41043
H -0.13919 -3.23305 -0.65842
H -2.41069 -3.31555 0.30050
H -4.46492 -2.18687 0.93582
H -5.81096 -0.13100 1.11490
*
```

=====

Record 4
C3H5EuO3 | ωB97M-V with the def2-TZVPD basis set

Properties
- Gap between HOMO and LUMO (spin up / spin down): 4.77 / 7.09 eV
- LUMO energy (spin up / spin down): 0.4 / 0.3 eV
- Electronic energy: -1053.20670 a.u.

```
! RIJCOSX wB97M-V def2-TZVPD def2/J DEFGRID3
* xyz 0 9
C -0.57244 0.08450 0.17679
O 0.61665 0.37013 0.18770
O -1.44734 1.06783 0.33101
O -1.15415 -1.03656 -0.20645
C -2.76477 0.63171 -0.04499
C -2.58228 -0.87907 -0.24014
H -3.05058 1.15487 -0.96402
H -3.45405 0.88192 0.76718
H -2.94652 -1.23904 -1.20676
H -3.02058 -1.47554 0.56725
Eu 3.13020 0.00952 -0.55810
H 2.05083 -1.68675 0.25047
*
```

=====

Record 5
C4H8O4 | ωB97M-V with the def2-TZVPD basis set

Properties
- Gap between HOMO and LUMO: 11.06 eV
- LUMO energy: 0.8 eV
- SMILES: CC(=O)O.CC(=O)O
- Electronic energy: -458.14920 a.u.

```
! RIJCOSX wB97M-V def2-TZVPD def2/J DEFGRID3
* xyz 0 1
C -2.38010 0.09954 -0.09568
C -3.86138 0.18574 0.22572
C 2.23133 -0.04778 0.00301
C 3.78573 -0.15018 -0.06205
H -0.79982 -1.12517 -0.28630
H -4.13421 1.18917 0.35147
H -4.18662 -0.15010 -0.79417
H -4.04291 -0.80082 1.02183
H 0.89506 1.25019 0.15499
H 3.94647 -1.18337 0.00062
H 4.26253 0.39613 -0.94089
H 4.32349 0.25853 0.75015
O -1.58530 1.05526 -0.47519
O -1.79285 -1.16364 0.03663
O 1.39685 -1.01978 -0.16609
O 1.94176 1.20629 0.27594
*
```

=====

Record 6
C24H26N4O4S | ωB97M-V with the def2-TZVPD basis set

Properties
- Gap between HOMO and LUMO: 7.83 eV
- LUMO energy: 0.0 eV
- SMILES: CCOCCCNC(=O)c1ccc(Cn2c(=S)[nH]c3c([nH]c4ccc(OC)cc43)c2=O)cc1
- Electronic energy: -1848.38746 a.u.

```
! RIJCOSX wB97M-V def2-TZVPD def2/J DEFGRID3
* xyz 0 1
C 9.62629 1.54607 -0.31931
C 9.30377 0.15565 0.20432
O 7.94442 0.13015 0.58854
C 7.51828 -1.07930 1.17143
C 7.31247 -2.22645 0.16910
H 6.71086 -2.99334 0.65756
H 8.26996 -2.67074 -0.10689
C 6.60846 -1.74935 -1.10892
N 5.44260 -0.95172 -0.82630
C 4.18030 -1.41059 -0.97992
O 3.92829 -2.50968 -1.43806
C 3.11411 -0.44148 -0.58571
C 3.26158 0.46124 0.46238
C 2.23154 1.32308 0.78889
C 1.04409 1.31048 0.07022
C 0.89238 0.40148 -0.96970
C 1.91224 -0.47364 -1.28544
H 1.79812 -1.19358 -2.08173
H -0.02826 0.37970 -1.53550
C -0.06148 2.27605 0.40832
N -1.37043 1.64109 0.37700
C -1.67023 0.76506 1.39053
S -0.64617 0.46228 2.64541
N -2.87623 0.13333 1.35930
C -3.77241 0.35861 0.35483
C -3.45533 1.25046 -0.65642
N -4.49604 1.32093 -1.54546
C -5.48596 0.48418 -1.11871
C -6.73040 0.20726 -1.66807
C -7.55030 -0.69132 -1.02004
C -7.15270 -1.32355 0.17095
C -5.91176 -1.05522 0.72740
C -5.07218 -0.14969 0.08533
H -5.62552 -1.55090 1.64058
O -7.92227 -2.21748 0.85348
C -9.19609 -2.54510 0.35390
H -9.60893 -3.26517 1.05859
H -9.13528 -3.00631 -0.63713
H -9.85086 -1.66870 0.31042
H -8.51673 -0.90576 -1.44658
H -7.05200 0.68325 -2.58140
H -4.50137 1.90262 -2.36580
C -2.20532 1.95975 -0.70148
O -1.87222 2.75707 -1.55704
H -3.07445 -0.50714 2.11520
H 0.09997 2.70122 1.40210
H -0.09545 3.07873 -0.33552
H 2.34597 2.00672 1.61691
H 4.16648 0.47795 1.05293
H 5.61194 -0.03310 -0.44974
H 7.29983 -1.15270 -1.71150
H 6.27588 -2.61181 -1.69108
H 8.22536 -1.39650 1.95242
H 6.56567 -0.84025 1.65218
H 9.50115 -0.59457 -0.57504
H 9.93747 -0.08336 1.07302
H 10.67048 1.59932 -0.61406
H 9.00066 1.77302 -1.17832
H 9.43350 2.28608 0.45237
*
```

=====

Which formula does entry 6 have?
C24H26N4O4S

=====

Which value of electronic energy does entry 6 give?
-1848.38746 a.u.

=====

What did the third record say?
C17H22N2O | ωB97M-V with the def2-TZVPD basis set

Properties
- Gap between HOMO and LUMO: 8.69 eV
- LUMO energy: 0.7 eV
- SMILES: c1ccc2c(CNCCN3CCOCC3)cccc2c1
- Electronic energy: -845.72668 a.u.

```
! RIJCOSX wB97M-V def2-TZVPD def2/J DEFGRID3
* xyz 0 1
C -4.81029 -0.09716 0.70854
C -4.06444 -1.23696 0.60978
C -2.75772 -1.20461 0.07866
C -1.98627 -2.37979 -0.03490
C -0.72911 -2.33229 -0.56472
C -0.19274 -1.10987 -0.99181
C -0.89997 0.06032 -0.89080
C -2.21469 0.03618 -0.35325
C -3.01314 1.19441 -0.23592
C -4.27700 1.12768 0.28070
H -4.87655 2.02284 0.36359
H -2.59990 2.14025 -0.54485
C -0.27263 1.34085 -1.37690
N -0.29168 2.38214 -0.35592
H 0.05514 3.24890 -0.75725
C 0.45103 2.07328 0.84725
C 1.98247 2.01516 0.68859
N 2.46312 0.71327 0.25211
C 3.76307 0.79953 -0.39416
C 4.18184 -0.58997 -0.87290
O 4.26448 -1.49803 0.19787
C 3.02339 -1.58880 0.85827
C 2.54779 -0.22603 1.35927
H 1.56141 -0.33784 1.81188
H 3.25156 0.13940 2.13055
H 3.17217 -2.27128 1.69686
H 2.26837 -2.00784 0.17867
H 5.17372 -0.55757 -1.32734
H 3.45287 -0.95116 -1.61468
H 3.69081 1.47121 -1.25336
H 4.53443 1.18826 0.29515
H 2.27655 2.75495 -0.06327
H 2.45816 2.30829 1.64130
H 0.20758 2.85160 1.57664
H 0.07578 1.12170 1.22670
H 0.74752 1.11604 -1.72315
H -0.84684 1.72078 -2.23027
H 0.80279 -1.08822 -1.41043
H -0.13919 -3.23305 -0.65842
H -2.41069 -3.31555 0.30050
H -4.46492 -2.18687 0.93582
H -5.81096 -0.13100 1.11490
*
```

=====

Copy entry 5 word for word.
C4H8O4 | ωB97M-V with the def2-TZVPD basis set

Properties
- Gap between HOMO and LUMO: 11.06 eV
- LUMO energy: 0.8 eV
- SMILES: CC(=O)O.CC(=O)O
- Electronic energy: -458.14920 a.u.

```
! RIJCOSX wB97M-V def2-TZVPD def2/J DEFGRID3
* xyz 0 1
C -2.38010 0.09954 -0.09568
C -3.86138 0.18574 0.22572
C 2.23133 -0.04778 0.00301
C 3.78573 -0.15018 -0.06205
H -0.79982 -1.12517 -0.28630
H -4.13421 1.18917 0.35147
H -4.18662 -0.15010 -0.79417
H -4.04291 -0.80082 1.02183
H 0.89506 1.25019 0.15499
H 3.94647 -1.18337 0.00062
H 4.26253 0.39613 -0.94089
H 4.32349 0.25853 0.75015
O -1.58530 1.05526 -0.47519
O -1.79285 -1.16364 0.03663
O 1.39685 -1.01978 -0.16609
O 1.94176 1.20629 0.27594
*
```